[1]
The molecule C5H5NO at a distorted geometry. Source: OMol25; level of theory: the ωB97M-V functional and the def2-TZVPD basis.

The geometry in XYZ format:
```
12
Properties=species:S:1:pos:R:3:lowdin_charge:R:1
O 0.20 0.47 2.05 -0.002
C -0.58 0.35 1.10 -0.506
C -2.00 0.78 1.03 -0.050
C -3.00 0.98 0.38 0.116
C -0.23 -0.16 -0.20 -0.041
C 2.24 -0.62 -1.07 0.055
N 1.23 -0.54 -0.25 -0.001
H -3.84 1.15 -0.25 0.038
H -1.01 -0.78 -0.64 0.092
H 3.26 -0.38 -0.73 0.092
H 2.16 -0.83 -2.14 0.081
H 1.58 -0.43 0.71 0.128
```

## Properties
Relative energy (zero: lowest compared OMol25 entry of this formula, charge and spin) ... 468.1 kJ/mol
E_LUMO (alpha / beta) ... -0.4 / -0.4 eV
Highest occupied orbital energy (alpha / beta) ... -7.945 / -7.944 eV

[2]
A cluster of 13 separate species, C17H60N14O13 in total at a distorted geometry. Source: OMol25; level of theory: the ωB97M-V functional and the def2-TZVPD basis.

The geometry in XYZ format:
```
104
Properties=species:S:1:pos:R:3:lowdin_charge:R:1
C -1.31 4.68 -3.21 -0.099
C -2.00 3.44 -3.67 -0.306
O -1.56 2.47 -2.74 -0.120
H -1.65 4.95 -2.23 0.052
H -1.54 5.66 -3.71 0.092
H -0.14 4.56 -3.32 0.100
H -1.60 3.05 -4.69 0.142
H -3.07 3.55 -3.74 0.105
H -1.60 1.62 -3.17 0.074
C 1.67 -2.38 4.11 -0.054
C 2.03 -2.04 2.64 -0.236
O 1.12 -0.96 2.43 -0.162
H 0.57 -2.45 4.27 0.069
H 1.92 -1.60 4.76 0.032
H 2.25 -3.14 4.57 0.068
H 1.86 -2.84 2.00 0.080
H 3.05 -1.69 2.63 0.112
H 1.66 -0.16 2.13 0.083
C -1.35 -3.77 3.19 -0.057
C -0.85 -3.66 1.73 -0.274
O -1.95 -3.95 0.90 -0.098
H -1.94 -2.88 3.64 0.116
H -0.55 -4.03 3.78 0.022
H -2.08 -4.55 3.25 0.056
H -0.14 -4.38 1.47 0.106
H -0.59 -2.66 1.61 0.058
H -2.43 -4.71 1.23 0.096
C 4.37 -2.26 0.09 -0.077
C 3.49 -1.06 -0.32 -0.302
O 4.26 -0.21 -1.13 -0.085
H 5.21 -1.99 0.75 0.076
H 4.76 -2.91 -0.70 0.073
H 3.85 -2.99 0.80 0.066
H 3.22 -0.46 0.56 0.106
H 2.74 -1.50 -0.97 0.092
H 4.83 0.33 -0.56 0.130
C -2.53 2.02 1.47 -0.560
O -1.79 2.24 0.32 -0.089
N -2.80 0.85 1.95 0.157
N -3.00 3.03 2.16 0.174
H -2.77 0.11 1.24 0.121
H -3.63 0.76 2.53 0.141
H -2.70 4.03 1.95 0.165
H -3.38 2.98 3.09 0.103
C 1.01 4.03 -0.40 -0.622
O 2.28 4.33 -0.79 -0.081
N 0.63 2.80 -0.26 0.112
N 0.14 4.99 -0.09 0.148
H 1.30 2.12 -0.77 0.111
H -0.32 2.44 -0.31 0.042
H 0.40 5.97 -0.55 0.182
H -0.75 4.70 0.13 0.033
C -1.92 -3.82 -2.72 -0.610
O -3.12 -4.39 -2.36 -0.162
N -0.96 -3.55 -1.78 0.161
N -1.75 -3.43 -3.92 0.164
H -1.27 -3.65 -0.83 0.042
H -0.26 -2.82 -2.05 0.040
H -2.44 -3.61 -4.64 0.133
H -0.95 -2.90 -4.27 0.050
C -0.37 0.66 4.99 -0.602
O 0.86 0.35 5.52 -0.122
N -0.62 0.37 3.77 0.165
N -1.33 1.16 5.70 0.171
H 0.06 -0.27 3.30 0.072
H -1.46 0.57 3.30 0.045
H -1.29 1.15 6.70 0.109
H -2.22 1.59 5.36 0.132
C 0.95 -1.72 -4.25 -0.525
O 0.90 -1.98 -2.89 -0.116
N 1.28 -0.54 -4.78 0.194
N 0.66 -2.72 -5.08 0.120
H 1.58 0.21 -4.13 0.093
H 1.32 -0.41 -5.83 0.148
H 0.74 -3.61 -4.62 0.129
H 0.75 -2.68 -6.11 0.147
C 2.24 1.99 -2.75 -0.630
O 3.56 2.37 -3.01 -0.111
N 1.98 1.04 -1.92 0.157
N 1.14 2.49 -3.29 0.158
H 2.81 0.59 -1.54 0.069
H 1.11 0.62 -1.77 0.057
H 1.17 3.31 -4.00 0.162
H 0.17 2.23 -3.12 0.053
C 2.47 1.83 2.44 -0.646
O 3.50 2.34 1.68 -0.115
N 1.22 1.85 2.09 0.148
N 2.66 1.37 3.69 0.130
H 0.85 2.31 1.23 0.053
H 0.52 1.57 2.80 0.081
H 3.70 1.38 4.01 0.153
H 2.03 0.87 4.39 0.062
C -0.40 -0.64 -0.19 -0.147
O -0.92 0.12 -1.26 -0.138
H 0.66 -0.98 -0.38 0.093
H -1.07 -1.46 0.11 0.063
H -0.39 0.03 0.60 0.026
H -1.83 0.35 -1.07 0.035
C -3.91 -1.33 -1.19 -0.126
O -4.09 0.03 -0.85 -0.131
H -2.96 -1.73 -1.09 0.038
H -4.26 -1.41 -2.17 0.067
H -4.66 -1.96 -0.77 0.081
H -4.97 0.37 -1.15 0.108
```

## Properties
Relative energy (zero: lowest compared OMol25 entry of this formula, charge and spin) ... 115.3 kJ/mol
E_LUMO ... -0.6 eV
Highest occupied orbital energy ... -7.797 eV

[3]
A cluster of 9 separate species, C44H75F5N10O5P in total at a distorted geometry. Source: OMol25; level of theory: the ωB97M-V functional and the def2-TZVPD basis.

The geometry in XYZ format:
```
140
Properties=species:S:1:pos:R:3:lowdin_charge:R:1
C 1.72 5.11 -0.25 0.025
C 1.59 3.93 -1.15 -0.496
O 2.38 3.58 -1.97 0.158
O 0.41 3.21 -0.95 -0.028
C 0.68 1.94 -0.39 -0.156
C -0.59 1.31 0.12 -0.116
N -1.08 1.80 1.47 -0.247
C 0.00 1.74 2.51 -0.116
C 0.75 0.42 2.49 -0.180
O 1.74 0.60 3.51 -0.101
C 3.01 0.15 3.15 -0.070
C 3.85 1.28 2.52 -0.633
F 4.04 1.11 1.22 0.153
F 5.03 1.36 3.10 0.167
F 3.27 2.46 2.71 0.160
N -1.53 3.19 1.25 0.101
C -2.88 3.30 0.78 -0.458
O -3.17 3.38 -0.39 0.214
F -3.83 3.33 1.71 0.164
C -1.33 4.06 2.38 -0.476
O -1.83 3.99 3.46 0.219
F -0.46 4.99 2.09 0.200
P -2.35 0.55 1.99 1.048
C -3.22 1.01 3.51 -0.237
C -3.39 -0.06 0.63 -0.224
H 0.77 5.62 -0.26 0.094
H 1.85 4.71 0.75 0.089
H 2.54 5.74 -0.53 0.060
H 1.00 1.30 -1.21 0.141
H 1.51 1.96 0.31 0.118
H -1.35 1.51 -0.62 0.128
H -0.49 0.24 0.14 0.100
H 0.75 2.49 2.32 0.132
H -0.42 1.83 3.49 0.125
H 1.29 0.26 1.57 0.098
H 0.15 -0.42 2.78 0.108
H 3.51 -0.14 4.06 0.145
H 2.99 -0.73 2.51 0.129
H -2.55 1.52 4.19 0.040
H -4.14 1.55 3.40 0.042
H -3.46 0.07 3.98 0.003
H -3.77 -1.02 0.97 0.029
H -4.25 0.57 0.43 0.040
H -2.87 -0.21 -0.31 0.047
C -4.14 -4.14 6.37 -0.106
C -5.53 -3.53 6.25 -0.270
C -6.04 -3.46 4.81 -0.174
C -5.26 -2.55 3.98 -0.192
N -4.66 -1.82 3.33 0.165
H -3.39 -3.54 5.85 0.068
H -3.85 -4.21 7.42 0.064
H -4.12 -5.15 5.95 0.080
H -5.53 -2.53 6.69 0.113
H -6.23 -4.13 6.84 0.052
H -7.08 -3.12 4.81 0.104
H -6.04 -4.46 4.36 0.128
C -7.89 0.68 2.19 -0.108
C -8.66 -0.63 2.17 -0.258
C -9.75 -0.71 3.24 -0.187
C -9.19 -0.70 4.59 -0.237
N -8.75 -0.70 5.65 0.149
H -7.34 0.81 3.13 0.066
H -7.16 0.70 1.38 0.062
H -8.56 1.53 2.06 0.078
H -7.96 -1.47 2.29 0.099
H -9.13 -0.76 1.19 0.110
H -10.33 -1.62 3.11 0.120
H -10.44 0.13 3.13 0.123
C 2.67 -1.76 -2.72 -0.105
C 3.36 -1.46 -1.39 -0.250
C 2.99 -2.48 -0.31 -0.182
C 1.58 -2.42 0.05 -0.224
N 0.47 -2.38 0.33 0.158
H 1.59 -1.69 -2.64 0.074
H 2.99 -1.05 -3.49 0.077
H 2.93 -2.76 -3.06 0.036
H 3.10 -0.45 -1.06 0.089
H 4.44 -1.47 -1.54 0.115
H 3.59 -2.29 0.58 0.108
H 3.24 -3.49 -0.64 0.111
C 1.43 -5.19 -6.50 -0.107
C 2.90 -4.90 -6.22 -0.268
C 3.48 -5.75 -5.09 -0.216
C 2.86 -5.43 -3.80 -0.221
N 2.38 -5.17 -2.79 0.152
H 0.81 -4.94 -5.64 0.069
H 1.08 -4.60 -7.34 0.071
H 1.28 -6.25 -6.73 0.076
H 3.03 -3.84 -5.99 0.108
H 3.48 -5.10 -7.12 0.080
H 4.55 -5.58 -5.01 0.093
H 3.35 -6.81 -5.30 0.113
C 3.60 9.55 -3.68 -0.112
C 2.97 8.17 -3.61 -0.260
C 1.95 8.04 -2.47 -0.186
C 2.57 8.15 -1.15 -0.252
N 3.06 8.24 -0.12 0.161
H 4.18 9.77 -2.78 0.077
H 4.28 9.61 -4.53 0.032
H 2.85 10.32 -3.81 0.082
H 3.75 7.41 -3.49 0.111
H 2.46 7.96 -4.55 0.105
H 1.45 7.07 -2.54 0.107
H 1.17 8.80 -2.57 0.126
C 6.48 -9.93 -5.58 -0.107
C 5.88 -9.99 -6.98 -0.259
C 6.38 -8.86 -7.89 -0.183
C 5.93 -7.55 -7.44 -0.190
N 5.58 -6.52 -7.08 0.178
H 6.18 -9.02 -5.06 0.069
H 6.14 -10.78 -4.99 0.074
H 7.57 -9.96 -5.62 0.078
H 4.79 -9.96 -6.92 0.110
H 6.15 -10.94 -7.44 0.109
H 6.00 -9.02 -8.91 0.121
H 7.47 -8.88 -7.95 0.124
C -4.72 -4.04 11.60 -0.107
C -5.82 -3.13 11.05 -0.260
C -7.05 -3.91 10.58 -0.182
C -6.76 -4.75 9.42 -0.203
N -6.53 -5.41 8.51 0.164
H -4.33 -4.70 10.82 0.070
H -3.89 -3.44 11.97 0.073
H -5.09 -4.65 12.42 0.078
H -5.43 -2.53 10.24 0.107
H -6.14 -2.44 11.84 0.109
H -7.85 -3.21 10.30 0.121
H -7.45 -4.53 11.38 0.123
C 6.70 9.09 -8.81 -0.107
C 6.50 8.29 -7.53 -0.260
C 5.03 7.91 -7.29 -0.188
C 4.19 9.08 -7.06 -0.241
N 3.53 10.00 -6.87 0.167
H 6.18 10.04 -8.78 0.074
H 7.76 9.29 -8.97 0.073
H 6.34 8.53 -9.68 0.077
H 6.87 8.87 -6.68 0.111
H 7.09 7.37 -7.58 0.108
H 4.96 7.26 -6.42 0.113
H 4.65 7.35 -8.14 0.122
```

## Properties
E_LUMO ... -3.6 eV
Highest occupied orbital energy ... -11.382 eV
Net charge ... +1